77
Properties=species:S:1:pos:R:3:forces:R:3 method="wB97M-V/def2-TZVPD" fmax_ha_per_bohr=0.009 de_lowest_ev=0.214 multiplicity=1 gap_ev=3.38 charge=-2 e_lumo_ev=4.404
Ca -0.022128 -0.226886 0.802232 0.169 -0.312 -0.139
C 0.209066 3.077471 0.844731 -0.005 -0.008 0.077
N 0.065663 2.092753 -0.221523 -0.036 0.001 -0.142
C -1.214856 2.257105 -0.922678 -0.007 -0.131 0.028
C -2.355451 1.567377 -0.175731 0.133 -0.069 0.007
N -2.167343 0.117685 -0.313196 -0.027 0.401 0.052
C -3.278273 -0.628667 -0.203288 -0.034 -0.212 -0.118
C -4.464518 -0.335882 0.513242 -0.033 -0.014 -0.027
F -4.538440 0.768098 1.288204 0.020 0.036 -0.026
C -5.573314 -1.162745 0.523197 0.010 -0.043 0.001
F -6.653965 -0.813354 1.244429 -0.011 0.004 0.008
C -5.582489 -2.361195 -0.161555 0.027 0.030 0.025
F -6.660355 -3.176048 -0.134952 -0.010 0.006 -0.011
C -4.443706 -2.706241 -0.871203 -0.026 0.025 0.026
F -4.438680 -3.844253 -1.591379 0.006 -0.016 -0.022
C -3.350488 -1.872475 -0.890330 0.021 0.052 0.049
F -2.313107 -2.233750 -1.671247 0.036 -0.014 -0.018
C 1.203368 2.121393 -1.141837 -0.088 -0.037 -0.094
C 2.488237 1.604357 -0.515192 -0.094 0.033 0.119
N 2.257496 0.247638 -0.054108 0.168 0.187 0.064
C 3.319126 -0.466183 0.329272 -0.182 -0.153 -0.007
C 4.697424 -0.141474 0.386124 0.117 -0.036 0.038
F 5.150875 1.105914 0.084895 -0.072 -0.011 -0.032
C 5.670704 -1.047790 0.774080 -0.022 -0.010 -0.027
F 6.961206 -0.660409 0.766043 0.004 0.005 0.020
C 5.364340 -2.337928 1.153513 -0.001 0.021 -0.033
F 6.330581 -3.222278 1.484573 0.022 -0.003 0.023
C 4.025685 -2.704340 1.152575 0.026 0.069 -0.012
F 3.672073 -3.945674 1.516324 -0.010 -0.038 0.010
C 3.076419 -1.797608 0.767176 -0.025 0.072 0.011
F 1.772102 -2.184929 0.814380 0.011 -0.013 0.011
H 0.290303 4.096693 0.429023 0.015 -0.006 -0.013
H 1.083748 2.859128 1.454720 0.001 -0.008 -0.008
H -0.645563 3.024349 1.515110 -0.001 0.012 -0.013
H -1.130754 1.758005 -1.890283 -0.003 0.049 -0.021
H -1.417507 3.325359 -1.107411 -0.060 0.006 0.091
H -3.309257 1.891807 -0.615114 0.038 -0.001 -0.051
H -2.368658 1.907691 0.868011 0.000 0.003 -0.006
H 1.346243 3.136365 -1.553624 0.050 0.020 0.043
H 0.950813 1.458896 -1.974423 0.042 0.024 -0.020
H 2.797291 2.272457 0.301682 0.011 -0.006 -0.022
H 3.283075 1.673827 -1.268332 -0.073 -0.016 -0.082
C 0.085679 -4.777806 2.299238 -0.015 -0.117 0.003
Sb -0.381102 -4.425786 0.241136 -0.076 0.036 0.146
C 0.806361 -6.089698 -0.459460 -0.012 -0.037 -0.007
C -2.229048 -5.523396 0.355913 -0.027 -0.035 -0.035
H -0.138881 -5.820590 2.534770 0.031 0.005 -0.001
H -0.504776 -4.121289 2.937902 0.032 0.050 -0.006
H 1.140268 -4.579496 2.488568 -0.007 0.033 -0.013
H 0.622794 -6.957170 0.176387 -0.011 0.001 -0.004
H 1.863457 -5.828951 -0.402440 -0.005 0.023 0.004
H 0.562243 -6.341585 -1.491928 -0.011 0.022 0.000
H -2.049031 -6.502403 0.802592 0.007 -0.005 -0.004
H -2.692555 -5.642179 -0.622684 0.026 0.008 -0.006
H -2.916750 -4.966043 0.992984 0.001 0.007 0.000
C 2.183430 0.673414 3.635657 0.044 0.026 0.021
C 0.749813 0.974405 3.997013 -0.078 0.007 0.045
C 0.633799 2.218493 4.845062 -0.011 -0.006 0.016
C -0.363285 0.651747 2.986796 0.054 0.388 0.204
C -0.238792 -0.182335 4.245787 0.016 -0.062 0.011
C 0.225338 -1.598585 4.120736 0.032 -0.054 -0.069
C 0.193731 -2.465872 5.179839 0.045 -0.021 0.000
C -0.442421 -2.153569 6.399703 0.031 -0.031 0.002
C -1.252829 -0.989340 6.379635 -0.045 0.077 0.025
C -1.240642 -0.091760 5.353222 -0.040 0.055 0.005
H 2.591990 1.415341 2.930397 -0.008 -0.037 0.000
H 2.281239 -0.313395 3.182273 0.006 -0.057 -0.074
H 2.829822 0.671397 4.523601 -0.013 0.017 -0.003
H 0.976815 3.109182 4.295871 -0.007 0.000 -0.019
H 1.243415 2.143733 5.755658 0.001 0.001 -0.001
H -0.397293 2.391977 5.155564 0.001 -0.015 0.001
H -1.164571 1.400442 3.118490 -0.068 -0.091 0.013
H 0.677614 -1.917750 3.182353 0.010 -0.058 -0.034
H 0.628727 -3.456817 5.045314 -0.008 0.001 0.030
H -0.536802 -2.889504 7.189708 0.003 -0.004 -0.005
H -1.971757 -0.834160 7.185401 0.007 -0.011 0.002
H -1.962083 0.721883 5.335711 -0.008 -0.015 -0.006

***

77
Properties=species:S:1:pos:R:3:forces:R:3 method="wB97M-V/def2-TZVPD" fmax_ha_per_bohr=0.015 de_lowest_ev=0.862 multiplicity=1 gap_ev=7.17 charge=+1 e_lumo_ev=-3.688
Hf 1.021479 0.115125 -0.051622 -0.066 0.159 0.751
C -1.520024 -3.588910 0.956586 0.003 -0.009 0.030
C -2.170683 -3.881805 -0.241492 -0.003 -0.011 -0.036
C -2.102138 -2.973329 -1.268765 -0.064 0.044 0.181
C -1.399999 -1.775085 -1.093853 -0.056 0.065 -0.201
N -0.656451 -1.551596 0.018165 0.128 -0.122 -0.164
C -0.767995 -2.445332 1.026124 -0.001 0.000 -0.055
N -1.594033 -0.844982 -2.108529 0.000 -0.028 0.022
C -1.391178 0.398920 -1.893858 -0.042 0.075 -0.009
N -0.760056 0.938571 -0.783312 0.128 0.083 -0.136
C -1.000886 2.295646 -0.725963 -0.062 -0.044 -0.037
N -0.747850 3.065655 0.269666 0.072 -0.003 0.019
C -0.371479 2.555111 1.502254 -0.082 0.197 -0.150
C -0.447535 3.475133 2.559587 -0.148 -0.207 0.174
C -0.315858 3.038673 3.855566 0.015 0.032 -0.004
C -0.065421 1.685359 4.095749 0.009 -0.021 0.001
C 0.107970 0.861438 3.014393 -0.049 -0.002 -0.004
N -0.012503 1.268133 1.732583 0.276 0.049 -0.012
C -1.662582 2.687284 -1.984221 -0.021 0.085 0.013
C -2.093099 3.918772 -2.439609 0.038 -0.007 0.022
C -2.735078 3.949356 -3.671717 -0.016 0.018 -0.034
C -2.959982 2.781712 -4.399846 -0.018 0.029 -0.024
C -2.552646 1.542016 -3.921258 0.032 -0.017 0.011
C -1.888323 1.522089 -2.710541 -0.050 -0.035 -0.053
H -1.566445 -4.251231 1.809222 -0.006 0.001 -0.019
H -2.727575 -4.802233 -0.358729 0.013 0.009 0.001
H -2.607054 -3.119883 -2.212119 -0.010 0.006 0.023
H -0.210861 -2.228888 1.925717 0.019 0.010 0.033
H -0.678493 4.500748 2.312590 -0.011 -0.010 -0.003
H -0.415589 3.733694 4.679868 0.005 -0.022 -0.017
H 0.021625 1.288184 5.097181 -0.002 0.024 -0.012
H 0.353952 -0.184950 3.161513 0.009 -0.008 0.000
H -1.930383 4.817484 -1.858917 -0.007 -0.028 -0.016
H -3.074567 4.894680 -4.074469 0.006 -0.013 0.009
H -3.469144 2.845590 -5.352773 0.010 -0.006 0.017
H -2.741246 0.629013 -4.470315 0.004 0.018 0.014
C 4.768401 0.468799 2.901128 0.050 -0.008 0.100
C 3.397128 1.099227 2.804850 0.021 0.131 -0.078
C 3.349284 2.456020 3.472078 0.016 0.037 0.064
O 2.885415 1.237928 1.418525 -0.029 -0.332 -0.067
P 3.804403 1.696941 0.135819 0.034 0.123 -0.207
S 5.061987 0.376132 -0.452096 0.019 0.025 0.019
S 2.210372 2.075640 -1.110739 -0.035 -0.202 -0.123
O 4.474018 3.054879 0.576205 -0.129 -0.031 -0.045
C 4.072338 4.395934 0.124238 0.049 0.005 0.023
C 5.309482 5.257079 0.226945 0.012 0.027 0.002
C 2.915948 4.897652 0.957454 -0.068 0.077 0.014
H 5.025237 0.430154 3.962281 0.004 -0.031 -0.032
H 5.528542 1.060244 2.391994 -0.027 0.004 0.022
H 4.796684 -0.543956 2.505264 -0.003 0.039 -0.001
H 2.663509 0.439026 3.258806 -0.046 -0.040 0.052
H 4.172155 3.084293 3.132182 -0.025 -0.028 0.011
H 3.440921 2.323255 4.551477 0.003 0.006 -0.006
H 2.408214 2.961843 3.264577 -0.014 -0.004 -0.002
H 3.771569 4.298791 -0.919074 0.002 0.002 -0.033
H 5.586081 5.414304 1.270836 0.004 -0.024 -0.015
H 5.115309 6.229766 -0.228223 0.000 -0.031 0.032
H 6.145649 4.791387 -0.292555 -0.020 0.016 -0.007
H 3.203737 4.968224 2.007181 -0.009 0.004 -0.022
H 2.041157 4.249915 0.859669 0.059 0.037 0.013
H 2.637831 5.896973 0.616121 -0.009 -0.040 -0.004
Cl 2.351244 -1.771613 1.563610 0.039 -0.114 -0.093
C 3.721618 -2.603783 0.632680 -0.029 0.069 0.180
Cl 3.840843 -4.259213 1.136496 0.012 -0.005 0.002
H 4.604199 -2.037939 0.895799 0.054 0.012 -0.009
H 3.451772 -2.495879 -0.410524 -0.009 -0.009 -0.074
Se 1.886770 -1.136636 -2.161172 0.175 -0.030 -0.037
C 1.203302 -2.919177 -2.342597 -0.178 -0.058 -0.034
C 1.172047 -3.858190 -1.320556 0.045 0.029 -0.033
C 0.685215 -5.129376 -1.588755 -0.011 -0.015 -0.021
N 0.225699 -5.510306 -2.776263 -0.003 0.039 -0.010
C 0.263000 -4.605118 -3.754077 -0.007 -0.036 0.026
C 0.742678 -3.313459 -3.594040 -0.033 0.020 -0.012
H 1.497661 -3.624297 -0.318798 0.005 -0.005 0.026
H 0.660211 -5.875161 -0.798578 0.000 0.029 -0.042
H -0.110943 -4.926033 -4.721407 0.017 0.000 0.049
H 0.743889 -2.628254 -4.431988 0.010 0.000 0.034

***

82
Properties=species:S:1:pos:R:3:forces:R:3 method="wB97M-V/def2-TZVPD" fmax_ha_per_bohr=0.015 de_lowest_ev=0.921 multiplicity=1 gap_ev=8.27 charge=+1 e_lumo_ev=-2.461
Hf 0.226210 0.219234 -1.307436 0.510 0.117 -0.599
C 2.746129 3.056284 -4.339470 -0.014 -0.003 -0.019
O 3.179542 3.224105 -2.984506 0.001 0.011 0.031
C 2.260638 3.826799 -2.173543 0.008 -0.046 0.046
C 2.488123 5.108137 -1.711443 0.002 -0.008 -0.023
C 1.594816 5.723297 -0.836753 -0.008 0.005 0.026
C 0.467510 5.045461 -0.430122 0.001 -0.007 -0.006
C 0.227413 3.730760 -0.853435 0.042 0.007 -0.047
C -1.041345 3.098796 -0.524456 -0.031 -0.010 0.044
N -1.225683 1.835281 -0.572341 -0.062 0.106 -0.074
N -2.560091 1.401419 -0.601927 -0.024 -0.126 -0.261
C -2.654211 0.518336 -1.552843 0.036 0.135 0.205
O -1.611293 0.163123 -2.283506 -0.008 -0.359 0.542
C -3.951220 -0.147039 -1.810991 0.017 0.079 0.012
C -5.058903 0.137603 -1.010315 0.028 -0.011 -0.010
C -6.252267 -0.531730 -1.219818 0.008 0.006 0.013
C -6.350437 -1.479772 -2.232404 -0.006 -0.005 -0.020
C -5.255901 -1.750252 -3.039672 -0.015 0.002 -0.007
C -4.056151 -1.084769 -2.832200 0.018 0.013 0.029
C 1.128089 3.108239 -1.745244 0.077 0.026 0.036
O 0.949462 1.863313 -2.186716 -0.175 -0.176 0.086
H 2.552191 4.030469 -4.793290 0.000 0.001 -0.001
H 1.851843 2.434749 -4.389375 0.010 0.008 -0.006
H 3.561231 2.565073 -4.863106 -0.002 0.001 -0.003
H 3.377650 5.620775 -2.053874 0.010 -0.001 0.001
H 1.779968 6.732198 -0.496130 -0.001 0.003 0.002
H -0.252044 5.523459 0.222848 -0.011 0.002 0.006
H -1.907069 3.733620 -0.339044 0.002 -0.002 0.022
H -4.971135 0.888329 -0.235312 0.005 0.008 0.006
H -7.111258 -0.309273 -0.600940 -0.011 0.005 0.005
H -7.286099 -1.997137 -2.398058 -0.004 -0.010 0.001
H -5.335584 -2.478398 -3.835923 0.000 -0.001 0.000
H -3.196070 -1.288398 -3.453542 0.015 -0.005 -0.003
Cl -1.232099 -2.787158 -1.689391 -0.012 -0.032 -0.129
C 0.181397 -2.697811 -2.712707 0.018 0.045 -0.080
C 0.946562 -1.539625 -2.658989 -0.077 0.075 -0.004
C 2.131222 -1.578970 -3.376510 0.010 -0.038 -0.012
Cl 3.225515 -0.230226 -3.197802 0.015 0.063 0.022
C 2.512303 -2.650248 -4.180926 -0.020 -0.002 0.017
Cl 3.989498 -2.622381 -5.056894 -0.014 0.010 0.010
C 1.670978 -3.760824 -4.260196 0.005 0.037 0.018
Cl 2.092504 -5.090847 -5.257056 -0.002 0.005 0.003
C 0.498434 -3.797081 -3.503970 0.031 0.028 0.034
Cl -0.516511 -5.182953 -3.548198 -0.002 -0.003 0.004
N 2.013411 1.027185 0.147672 -0.070 0.059 -0.086
C 2.119882 0.337462 1.439534 0.005 0.023 0.021
C 3.578328 0.241387 1.906116 -0.014 -0.047 -0.050
C 3.881756 -0.496028 3.209898 0.114 0.046 0.033
C 3.231287 0.083746 4.459286 0.012 -0.060 0.038
N 1.809641 -0.243585 4.488370 0.005 -0.014 -0.054
C 0.969212 0.160014 5.423386 -0.117 -0.029 0.032
N 1.421748 0.848811 6.483408 0.013 -0.022 -0.013
N -0.328218 -0.116328 5.305176 0.123 0.081 0.220
C 1.392263 -0.998410 1.301348 0.036 0.126 0.042
O 1.404180 -1.810053 2.222638 -0.034 -0.085 0.007
O 0.758894 -1.161254 0.199070 -0.315 -0.052 -0.049
H 2.800664 0.772618 -0.454893 0.013 0.044 0.025
H 2.071707 2.036865 0.255340 -0.045 -0.017 -0.007
H 1.518965 0.906124 2.158073 0.032 -0.015 -0.032
H 3.960726 1.264676 1.977498 -0.010 -0.005 0.011
H 4.154593 -0.242603 1.111026 -0.022 -0.004 -0.018
H 4.961025 -0.446540 3.361940 0.003 0.001 -0.003
H 3.628515 -1.552917 3.125737 -0.009 0.036 0.013
H 3.359736 1.171143 4.492034 -0.002 -0.009 -0.013
H 3.730587 -0.342007 5.335754 -0.029 0.006 0.010
H 1.471312 -0.873390 3.748910 0.016 0.005 0.065
H 2.403630 0.872194 6.693050 0.007 -0.001 0.000
H 0.788859 1.134692 7.209330 0.001 0.006 -0.016
H -0.715377 -0.299527 4.372034 -0.071 -0.067 -0.157
H -0.971759 0.213760 6.003624 0.005 -0.008 0.018
S -1.553917 -0.039879 2.341512 0.039 0.066 -0.049
C -2.034961 -1.587039 1.842738 -0.069 0.013 -0.066
N -3.161298 -1.832279 1.170304 -0.037 0.066 0.006
C -3.391026 -3.255231 0.955766 -0.027 -0.023 -0.028
C -2.036114 -3.858432 1.373267 0.049 -0.119 -0.041
N -1.381798 -2.738297 2.050730 -0.064 0.044 0.017
H -3.835390 -1.108272 0.983870 -0.002 0.005 -0.001
H -3.639910 -3.461896 -0.084452 -0.011 0.005 -0.012
H -4.206676 -3.611408 1.587303 0.010 -0.002 -0.007
H -1.451220 -4.179132 0.508764 -0.043 0.011 0.125
H -2.158768 -4.701708 2.050036 0.006 0.002 -0.008
H -0.378342 -2.698445 2.172306 0.132 -0.016 0.110